Molecular formula: C41H41AsHgN6S2
Method: DFT, the ωB97M-V functional and the def2-TZVPD basis

Properties
DFT total energy   -5101.00664 hartree
Energy above the lowest of the compared OMol25 structures with the same formula, charge and spin   36.9 kJ/mol
⟨S²⟩   0.761
Strongest force on any atom   0.09722 Eh/bohr
LUMO (alpha / beta)   1.7 / 1.7 eV
Kohn-Sham gap (alpha / beta)   2.76 / 5.72 eV
HOMO level (alpha / beta)   -1.1 / -4.1 eV

Structure (ORCA input):
```
! RIJCOSX wB97M-V def2-TZVPD def2/J DEFGRID3
* xyz -1 2
Hg -2.10294 0.25983 -0.51217
C -0.68412 5.10006 -0.97432
C -1.63660 5.77094 -0.18771
C -2.83756 5.16095 0.11684
C -3.06449 3.85529 -0.31623
N -2.16276 3.19499 -1.08897
C -1.00812 3.80315 -1.37599
C -4.31858 3.15055 0.04596
C -5.59677 3.73613 0.00457
C -6.74360 3.01344 0.30555
C -6.60278 1.70132 0.76072
C -5.33164 1.20846 0.89534
N -4.20580 1.89148 0.52241
H 0.29880 5.59597 -1.15821
H -1.47684 6.76565 0.19703
H -3.59261 5.70025 0.73697
H -0.34009 3.15702 -1.89675
H -5.69657 4.86861 -0.14624
H -7.70294 3.48320 0.21384
H -7.43721 1.09374 1.11900
H -5.14543 0.19364 1.25054
N -0.12999 -6.22007 -1.23452
C -0.59694 -6.02780 0.04540
S -0.13635 -6.89678 1.34512
C -1.72329 -5.05211 0.07414
C -2.60223 -4.80538 -1.03654
C -3.46637 -3.68259 -0.98586
N -3.57191 -2.91514 0.07346
C -2.78417 -3.16465 1.11732
C -1.83271 -4.19136 1.16565
H 0.66840 -6.82555 -1.44671
H -0.41462 -5.55476 -1.95724
H -2.66662 -5.50936 -1.85437
H -4.16804 -3.47058 -1.82964
H -2.83061 -2.51693 2.02338
H -1.18393 -4.35199 2.02465
C 5.48433 -0.72739 3.91287
C 4.49341 -0.81760 2.80167
C 4.07597 -2.03548 2.27209
C 3.09203 -2.13221 1.26872
C 2.81175 -3.49384 0.72815
C 2.45232 -0.95470 0.84629
As 0.98663 -1.21901 -0.43139
N -0.12016 0.34613 0.24867
C -0.40505 0.35000 1.60570
C -0.42919 -0.79631 2.42050
C -0.54650 -0.74945 3.81367
C -0.57407 0.48868 4.45470
C -0.65569 1.67501 3.65553
C -0.69633 1.59681 2.28952
C 1.91941 -0.43734 -2.05358
C 3.33914 -0.17458 -2.07906
C 4.49514 -1.00273 -1.53974
C 3.78492 0.97551 -2.77453
C 2.91131 1.72888 -3.57366
C 3.50500 2.87677 -4.35698
C 1.60347 1.32045 -3.65207
C 1.08180 0.22803 -2.95872
C -0.34194 -0.16732 -3.35431
C 2.89258 0.30303 1.33543
C 2.57397 1.69364 0.77132
C 3.87636 0.31403 2.31416
H 5.68880 -1.69087 4.36780
H 5.04429 -0.06239 4.65640
H 6.44971 -0.33380 3.55867
H 4.58366 -2.92522 2.54292
H 3.52054 -4.19570 1.14067
H 2.84453 -3.56612 -0.38072
H 1.80868 -3.88520 1.00810
H -0.21203 -1.75862 1.92084
H -0.51503 -1.69787 4.37300
H -0.59317 0.53493 5.54425
H -0.67933 2.65756 4.11502
H -0.96153 2.48406 1.69055
H 4.19265 -1.91200 -1.03084
H 5.12794 -0.40978 -0.83583
H 5.18380 -1.24857 -2.33949
H 4.88344 1.16157 -2.81567
H 4.53143 2.62259 -4.63001
H 3.46440 3.83534 -3.85368
H 2.93864 3.05843 -5.26189
H 0.90349 1.87678 -4.27471
H -0.60506 0.21281 -4.36613
H -1.13481 0.19851 -2.67388
H -0.45650 -1.24469 -3.40392
H 1.61406 2.03032 1.11264
H 2.67275 1.74484 -0.31889
H 3.33690 2.34238 1.19230
H 4.22321 1.29515 2.63799
S -6.03617 -1.06839 -3.33780
C -4.78741 -0.55867 -2.48892
N -3.81452 -0.20597 -1.85017
*
```

Molecular formula: C7H11N3
Method: DFT, the ωB97M-V functional and the def2-TZVPD basis

Properties
DFT total energy   -437.46168 hartree
SMILES   C=C(C)/C(C#N)=N\N(C)C
Energy above the lowest of the compared OMol25 structures with the same formula, charge and spin   265.3 kJ/mol
Strongest force on any atom   0.08835 Eh/bohr
LUMO   0.6 eV
Kohn-Sham gap   9.01 eV
HOMO level   -8.4 eV

Structure (ORCA input):
```
! RIJCOSX wB97M-V def2-TZVPD def2/J DEFGRID3
* xyz 0 1
C 0.80754 -2.49485 -1.74200
C -1.23821 0.13017 -1.82282
C 0.46501 -1.37563 -0.94997
C -0.94197 -0.94428 -1.05883
C -2.00413 -1.90156 -0.45503
C 0.23997 0.75117 1.08809
C 2.69431 0.65014 0.92745
N 0.93668 -3.30902 -2.54390
N 1.43646 -0.87726 -0.22414
N 1.39137 0.01620 0.71518
H -2.21275 0.44648 -1.91458
H -0.34890 0.44729 -2.49323
H -2.43121 -2.42351 -1.27442
H -2.65635 -1.09043 -0.19125
H -1.82905 -2.45357 0.45619
H -0.08936 1.51514 0.31488
H -0.61034 0.04604 1.26818
H 0.30800 1.32528 1.96791
H 3.19574 0.05594 1.77949
H 3.22217 0.65770 -0.00485
H 2.58648 1.71601 1.34076
*
```

Molecular formula: C5H17N2O
Method: DFT, the ωB97M-V functional and the def2-TZVPD basis

Properties
DFT total energy   -384.48631 hartree
Energy above the lowest of the compared OMol25 structures with the same formula, charge and spin   811.0 kJ/mol
⟨S²⟩   0.754
Strongest force on any atom   0.07261 Eh/bohr
LUMO (alpha / beta)   -12.4 / -13.0 eV
Kohn-Sham gap (alpha / beta)   5.74 / 5.10 eV
HOMO level (alpha / beta)   -18.1 / -18.1 eV

Structure (ORCA input):
```
! RIJCOSX wB97M-V def2-TZVPD def2/J DEFGRID3
* xyz 2 2
C -0.10947 -0.03246 1.34424
C 0.55420 1.31368 1.38112
C -1.57975 -0.02569 1.02115
C -2.00213 0.45128 -0.38593
C -1.73305 -0.54458 -1.44235
N -0.50060 -1.19230 -1.22731
N 3.24704 -0.97761 0.34681
H 0.41506 -0.56830 0.52064
H -0.00095 -0.45377 2.35954
H 0.69918 1.44752 0.21250
H 0.01236 2.10792 1.85851
H -2.10592 0.66001 1.68602
H -1.97429 -1.02439 1.18901
H -3.04992 0.73798 -0.37844
H -1.50692 1.40303 -0.57587
H -1.65013 0.07305 -2.38822
H -2.53001 -1.24084 -1.61478
H 0.31111 -0.50750 -1.31465
H 1.56520 1.22396 1.78537
H 3.36303 -1.36509 -0.59979
H 4.01326 -1.18104 0.99990
H 2.79679 -0.06461 0.30190
H 1.23208 1.11194 -1.98059
H -0.35696 -1.98965 -1.89476
O 0.89080 0.63746 -1.20401
*
```

Molecular formula: C28H40N8O6PS3Zn
Method: DFT, the ωB97M-V functional and the def2-TZVPD basis

Properties
DFT total energy   -5295.91279 hartree
Strongest force on any atom   0.06546 Eh/bohr
LUMO   2.4 eV
Kohn-Sham gap   7.12 eV
HOMO level   -4.8 eV

Structure (ORCA input):
```
! RIJCOSX wB97M-V def2-TZVPD def2/J DEFGRID3
* xyz -1 1
Zn -1.72099 -1.47552 -1.68850
C -1.32455 -1.82632 -6.04351
C -1.56280 -2.12374 -4.62127
N -2.32743 -1.52226 -3.78504
N -3.22867 -0.60592 -4.21498
C -3.90792 -0.11723 -3.16633
N -4.81686 0.85073 -3.48093
S -3.88562 -0.54339 -1.46559
C -0.84876 -3.27493 -3.97033
C -0.13066 -4.24354 -4.68268
C 0.48333 -5.27597 -3.98769
C 0.33194 -5.34319 -2.63700
C -0.45553 -4.40370 -1.99984
N -1.05809 -3.44988 -2.66264
H -1.05980 -0.74933 -6.11112
H -2.24227 -2.06451 -6.64599
H -0.51835 -2.43861 -6.35729
H -4.73180 1.23847 -4.43416
H -5.08578 1.46814 -2.72425
H 0.14264 -4.15820 -5.71979
H 1.06021 -6.05334 -4.49707
H 0.82381 -6.14996 -2.09014
H -0.73093 -4.37781 -0.94995
C -1.09600 5.58543 3.17624
C -1.41168 4.10784 2.89434
C -2.65936 3.60339 3.63353
O -1.59111 3.84174 1.41182
P -0.20796 3.91891 0.55717
S 0.05561 5.63249 -0.30679
S -0.10196 2.33692 -0.87113
O 0.88247 3.49793 1.61632
C 2.04776 4.31667 1.96303
C 3.13113 3.97421 1.02340
C 2.42041 3.99619 3.36298
H -1.02156 5.76322 4.22968
H -1.92108 6.24447 2.85719
H -0.21633 6.00264 2.70099
H -0.55227 3.52803 3.21349
H -3.47391 4.32150 3.67040
H -2.34277 3.35018 4.62535
H -3.08161 2.71623 3.11852
H 1.75738 5.37002 1.93054
H 3.44665 2.93000 1.32942
H 4.04676 4.60621 1.05291
H 2.73127 4.01088 -0.02152
H 2.57779 2.94797 3.46251
H 1.59776 4.26912 4.04510
H 3.28053 4.63209 3.63325
C 3.52980 -0.21840 -0.43871
C 3.01980 -1.28134 0.50334
C 1.74679 -2.14736 0.12460
C 1.68814 -3.13173 1.38008
C 0.79706 -4.38137 1.31533
C 2.30747 -2.87184 -1.06220
O 3.05345 -3.83847 -0.97665
N 2.00424 -2.39066 -2.27722
C 1.06482 -1.36479 -2.67715
O 1.02879 -1.12023 -3.89766
N 0.32705 -0.87134 -1.70050
C 0.48676 -1.33405 -0.27313
O -0.66138 -2.13926 0.01131
H 4.44015 0.24627 -0.04132
H 2.82857 0.57678 -0.67085
H 3.85042 -0.68148 -1.37376
H 2.78582 -0.64878 1.41623
H 3.80690 -2.03805 0.79428
H 1.30101 -2.53135 2.21722
H 2.70676 -3.51156 1.49558
H -0.24133 -4.09912 1.22655
H 0.95996 -4.99518 2.20653
H 1.11600 -4.96858 0.41651
H 2.45451 -2.91362 -3.01133
N -2.34913 0.30085 4.58454
C -1.17167 -0.03995 3.98377
O -0.26533 -0.37330 4.70244
C -1.07656 0.00297 2.48579
C -2.19820 0.34822 1.65848
C -1.84289 0.86730 0.48740
N -0.53979 0.96224 0.06907
C 0.43586 0.00569 0.53051
C 0.12491 -0.18875 1.97937
H -2.42648 -0.14389 5.49663
H -3.16246 0.26153 3.96294
H -3.22545 0.20026 1.95205
H -2.54632 1.43367 -0.21090
H 1.39981 0.52761 0.58234
H 0.93906 -0.37322 2.65585
*
```

Molecular formula: C42H65N2O3PdSTe
Method: DFT, the ωB97M-V functional and the def2-TZVPD basis

Properties
DFT total energy   -2768.41530 hartree
⟨S²⟩   6.021
Strongest force on any atom   0.00874 Eh/bohr
LUMO (alpha / beta)   -1.6 / -4.7 eV
Kohn-Sham gap (alpha / beta)   8.23 / 5.12 eV
HOMO level (alpha / beta)   -9.9 / -9.9 eV

Structure (ORCA input):
```
! RIJCOSX wB97M-V def2-TZVPD def2/J DEFGRID3
* xyz 1 5
Pd -0.17553 2.21222 0.61287
C -1.55524 3.79585 3.07074
N -1.55822 3.78853 1.60023
C -1.32581 5.16394 1.13930
C -2.86569 3.31123 1.10363
C -2.99260 1.79278 1.13264
N -2.00375 1.11332 0.26953
C -2.27803 1.33394 -1.16148
C -1.34578 0.65439 -2.14182
C -1.98038 0.10103 -3.25058
C -1.27614 -0.48980 -4.28379
C 0.10864 -0.43746 -4.18795
C 0.80929 0.13487 -3.13271
C 0.06570 0.61475 -2.02425
O 0.69443 0.95171 -0.89147
C 2.34569 0.12482 -3.25280
C 2.83915 -1.29774 -2.95676
C 3.08948 1.10105 -2.33617
C 2.77532 0.51991 -4.67861
C -1.93962 -1.18509 -5.46677
C -3.45545 -0.98574 -5.46582
C -1.38018 -0.62884 -6.78306
C -1.64144 -2.68832 -5.38635
C -1.93507 -0.33021 0.55454
C -1.15989 -0.82338 1.76444
C -1.21699 -2.19770 1.95766
C -0.60578 -2.82671 3.03159
C 0.05948 -2.00890 3.94472
C 0.17729 -0.63382 3.80591
C -0.43242 -0.00733 2.67121
O -0.34965 1.28685 2.50973
C 0.85860 0.20803 4.89032
C -0.16969 1.16570 5.50948
C 1.41026 -0.65565 6.02883
C 2.03370 1.01361 4.31921
C -0.69064 -4.34268 3.18185
C 0.03485 -4.83687 4.43244
C -0.04792 -5.00664 1.95626
C -2.16353 -4.76379 3.27797
H -2.31788 4.49153 3.44068
H -0.57836 4.11621 3.42877
H -1.74474 2.79885 3.45009
H -2.10290 5.83547 1.52271
H -1.32025 5.19896 0.05458
H -0.35916 5.50755 1.50609
H -2.99709 3.68780 0.08821
H -3.67746 3.74151 1.70454
H -4.00545 1.50946 0.81577
H -2.83915 1.42200 2.14569
H -2.26561 2.41440 -1.31469
H -3.30278 1.00171 -1.37610
H -3.06105 0.13048 -3.28166
H 0.68024 -0.88431 -4.98831
H 2.48263 -1.62795 -1.97803
H 3.92971 -1.33691 -2.95537
H 2.47121 -2.01028 -3.69562
H 3.08898 0.79068 -1.29494
H 2.66898 2.10377 -2.38436
H 4.12989 1.15094 -2.66228
H 2.32710 -0.08964 -5.45860
H 3.85728 0.41525 -4.76625
H 2.52406 1.56234 -4.88636
H -3.72263 0.07163 -5.50646
H -3.92227 -1.42773 -4.58429
H -3.88700 -1.47166 -6.34099
H -1.48577 0.45603 -6.82586
H -1.91928 -1.05801 -7.62834
H -0.32561 -0.87146 -6.91220
H -2.07242 -3.12142 -4.48237
H -0.56754 -2.87723 -5.37169
H -2.06326 -3.20667 -6.24850
H -1.51410 -0.80681 -0.33266
H -2.96879 -0.69503 0.63923
H -1.76658 -2.78832 1.23219
H 0.51193 -2.47402 4.80560
H -1.01616 0.60888 5.91462
H -0.53727 1.87420 4.77381
H 0.29013 1.72314 6.32693
H 0.62421 -1.20681 6.54559
H 1.89034 -0.00606 6.76066
H 2.16206 -1.36753 5.68443
H 1.71818 1.66348 3.50420
H 2.82399 0.34764 3.95950
H 2.46888 1.63314 5.10518
H 1.09810 -4.59214 4.40516
H -0.05227 -5.92170 4.49530
H -0.39555 -4.41867 5.34324
H 1.00327 -4.72519 1.87030
H -0.55166 -4.72190 1.03219
H -0.10491 -6.09237 2.04579
H -2.63842 -4.31839 4.15300
H -2.23811 -5.84863 3.36432
H -2.72846 -4.46111 2.39634
Te 1.84316 -0.68741 0.85634
C 2.67098 -2.52347 1.30549
C 3.00205 -3.00076 2.55465
C 3.59052 -4.28406 2.51035
C 3.68572 -4.76790 1.23690
S 3.08252 -3.66757 0.08620
H 2.82848 -2.44504 3.46234
H 3.92598 -4.82598 3.38151
H 4.08480 -5.71692 0.92026
C 1.00768 4.10738 -3.28450
C 2.08995 4.74551 -2.41568
C 1.74625 4.25110 -1.01098
O 0.36785 3.81917 -1.04805
C -0.18497 4.09346 -2.35039
H 1.26719 3.07970 -3.54769
H 0.81352 4.66221 -4.20072
H 2.02406 5.83316 -2.46355
H 3.09664 4.45559 -2.71176
H 1.84352 5.03449 -0.25530
H 2.34738 3.38955 -0.71203
H -0.69193 5.06531 -2.32396
H -0.89906 3.31151 -2.59298
*
```

Molecular formula: C5H13NO
Method: DFT, the ωB97M-V functional and the def2-TZVPD basis

Properties
DFT total energy   -327.95007 hartree
Energy above the lowest of the compared OMol25 structures with the same formula, charge and spin   171.3 kJ/mol
⟨S²⟩   0.755
Strongest force on any atom   0.04406 Eh/bohr
LUMO (alpha / beta)   -4.3 / -9.1 eV
Kohn-Sham gap (alpha / beta)   10.25 / 5.43 eV
HOMO level (alpha / beta)   -14.6 / -14.6 eV

Structure (ORCA input):
```
! RIJCOSX wB97M-V def2-TZVPD def2/J DEFGRID3
* xyz 1 2
C -2.65369 -0.00508 -0.23618
C -1.83889 -0.25295 0.99581
O -1.34365 -1.39099 1.19683
N -1.59293 0.71702 1.78718
H -2.09747 0.49342 -1.04261
H -3.43779 0.68310 0.04181
H -1.18760 0.55697 2.70165
H -1.81938 1.67455 1.56301
H -2.93462 -0.92880 -0.72880
C 1.61926 -0.39612 -0.00237
C 1.76134 1.11608 -0.27286
C 1.77934 -1.23959 -1.24416
H 2.33689 -0.66622 0.77228
H 0.63493 -0.47924 0.45230
H 1.04572 1.71774 0.29418
H 1.55091 1.41509 -1.28051
H 2.47200 -0.76954 -1.94370
H 2.04730 -2.28330 -1.11186
H 2.79993 1.41861 -0.13048
H 0.85840 -1.38076 -1.81154
*
```

Molecular formula: C5H8N2
Method: DFT, the ωB97M-V functional and the def2-TZVPD basis

Properties
DFT total energy   -304.82922 hartree
SMILES   Cc1cn(C)cn1
Energy above the lowest of the compared OMol25 structures with the same formula, charge and spin   16.5 kJ/mol
Strongest force on any atom   0.00685 Eh/bohr
LUMO   0.9 eV
Kohn-Sham gap   9.34 eV
HOMO level   -8.4 eV

Structure (ORCA input):
```
! RIJCOSX wB97M-V def2-TZVPD def2/J DEFGRID3
* xyz 0 1
C -2.42264 0.05572 -0.25446
N -1.02530 -0.00055 0.10700
C -0.51319 -0.61004 1.20468
N 0.78953 -0.52933 1.25831
C 1.16146 0.15404 0.12177
C 2.61123 0.13018 -0.24670
C 0.04806 0.51774 -0.58916
H -2.54441 -0.08633 -1.33245
H -2.93841 -0.75949 0.25968
H -2.86747 1.01007 0.04240
H -1.12686 -1.16969 1.90168
H 3.23609 0.50391 0.57015
H 2.84063 -0.93425 -0.35480
H 2.86178 0.63991 -1.18518
H -0.11050 1.07810 -1.50292
*
```

Molecular formula: C2H9N2O
Method: DFT, the ωB97M-V functional and the def2-TZVPD basis

Properties
DFT total energy   -266.32213 hartree
Energy above the lowest of the compared OMol25 structures with the same formula, charge and spin   58.9 kJ/mol
Strongest force on any atom   0.00581 Eh/bohr
LUMO   3.8 eV
Kohn-Sham gap   5.75 eV
HOMO level   -2.0 eV

Structure (ORCA input):
```
! RIJCOSX wB97M-V def2-TZVPD def2/J DEFGRID3
* xyz -1 1
C 0.27937 1.53721 0.62784
O -0.19202 2.52027 1.39531
C 0.60392 0.23996 1.40672
N 1.03335 -0.85119 0.51467
H -0.42051 1.19347 -0.20278
H 1.22194 1.76999 0.05747
H 1.39792 0.47409 2.11321
H -0.29501 0.00373 2.00199
H 1.26697 -1.69001 1.03190
H 0.28392 -1.06490 -0.13050
N -1.15008 -1.13005 -2.01373
H -1.38682 -0.16692 -1.81483
H -0.64538 -1.16244 -2.88801
H -1.99758 -1.67321 -2.09925
*
```

| no. | molecular weight (g/mol) |
| --- | --- |
| 1 | 957.5 |
| 2 | 137.2 |
| 3 | 121.2 |
| 4 | 777.2 |
| 5 | 912.1 |
| 6 | 103.2 |
| 7 | 96.1 |
| 8 | 77.1 |